Entry 1:
An isolated molecule of C2H3NO2. Source: OMol25; level of theory: wB97M-V/def2-TZVPD.

Properties
**HOMO level (spin up / spin down)**: -4.642 / -10.172 eV
**Charge**: 0
**E_LUMO (spin up / spin down)**: 0.7 / -2.6 eV
**Multiplicity**: 3
**<S²>**: 2.01
**Energy relative to the best compared isomer or geometry (same formula, charge and spin)**: 113.0 kcal/mol

The geometry in XYZ format:
```
8
Properties=species:S:1:pos:R:3:mulliken_charge:R:1
C -0.892 0.083 -0.060 0.161
C 0.460 0.797 -0.024 -0.109
N -0.179 -1.111 -0.096 0.116
O -2.060 0.279 0.011 -0.570
O 1.072 -0.501 0.022 -0.182
H 0.813 1.150 -0.953 0.160
H 0.925 1.357 0.835 0.183
H -0.139 -2.055 0.265 0.241
```

=====

Entry 2:
A cluster of 10 separate species, C46H61BO31 in total. Source: OMol25; level of theory: wB97M-V/def2-TZVPD.

Properties
**HOMO level**: -9.264 eV
**SMILES**: CCOCCCCCc1c(B(O)CC)ccc2c1C(=O)C=CC2=O.O=C1OCCO1.O=C1OCCO1.O=C1OCCO1.O=C1OCCO1.O=C1OCCO1.O=C1OCCO1.O=C1OCCO1.O=C1OCCO1.O=C1OCCO1
**Charge**: 0
**E_LUMO**: -1.0 eV

The geometry in XYZ format:
```
139
Properties=species:S:1:pos:R:3:mulliken_charge:R:1
C 3.617 -0.970 -0.057 -1.604
C 2.300 -0.362 -0.507 0.262
O 2.525 0.631 -1.503 -0.218
C 1.482 0.715 -2.458 0.033
C 0.252 1.528 -1.943 -1.195
C -0.900 0.565 -1.451 0.083
C -1.057 0.571 0.088 -0.875
C -2.453 0.092 0.669 -0.715
C -3.375 -0.574 -0.326 -0.336
C -4.653 -0.042 -0.636 0.608
B -5.254 1.252 0.070 0.637
O -5.360 1.214 1.467 -0.734
C -5.743 2.524 -0.700 -0.541
C -4.558 3.025 -1.556 -0.677
C -5.465 -0.648 -1.578 -0.689
C -5.084 -1.794 -2.238 -1.092
C -3.867 -2.347 -1.920 0.255
C -3.019 -1.757 -0.986 0.901
C -1.727 -2.463 -0.710 0.646
O -1.007 -2.222 0.237 -0.543
C -1.326 -3.564 -1.625 -0.751
C -2.142 -4.100 -2.521 -0.517
C -3.515 -3.602 -2.655 0.376
O -4.312 -4.200 -3.354 -0.735
H 4.150 -0.229 0.539 0.297
H 3.392 -1.791 0.622 0.427
H 4.226 -1.299 -0.896 0.351
H 1.881 0.144 0.369 0.174
H 1.607 -1.119 -0.881 0.146
H 1.204 -0.267 -2.855 0.365
H 1.922 1.254 -3.299 -0.236
H 0.601 2.214 -1.170 0.471
H -0.092 2.162 -2.763 0.347
H -0.627 -0.417 -1.840 -0.052
H -1.805 0.898 -1.960 0.655
H -0.276 -0.066 0.494 -0.193
H -0.871 1.577 0.461 0.982
H -2.913 0.928 1.187 0.603
H -2.217 -0.644 1.437 -0.461
H -6.226 0.875 1.719 0.303
H -6.594 2.228 -1.319 0.340
H -6.055 3.285 0.013 0.308
H -4.429 4.080 -1.369 0.317
H -4.781 2.842 -2.604 0.316
H -3.662 2.481 -1.267 -0.004
H -6.436 -0.221 -1.803 0.400
H -5.733 -2.244 -2.973 0.490
H -0.330 -3.970 -1.519 0.530
H -1.785 -4.917 -3.132 0.496
O 3.040 0.473 -5.871 -0.569
C 4.047 0.910 -5.409 0.700
O 4.250 2.221 -5.078 -0.273
C 5.496 2.287 -4.336 -0.159
C 6.222 1.057 -4.799 0.086
O 5.151 0.175 -5.137 -0.359
H 6.029 3.206 -4.561 0.369
H 5.261 2.264 -3.269 0.150
H 6.821 1.240 -5.694 0.254
H 6.855 0.626 -4.025 -0.146
O -2.597 5.099 -0.676 -0.585
C -2.665 5.330 0.498 0.590
O -2.373 4.425 1.451 -0.135
C -2.334 5.104 2.713 -0.332
C -3.201 6.312 2.453 -0.407
O -3.033 6.510 1.037 -0.346
H -2.715 4.468 3.508 0.315
H -1.307 5.371 2.934 0.282
H -4.257 6.122 2.656 0.273
H -2.882 7.189 3.011 0.316
O -6.668 -9.651 -0.939 -0.552
C -6.362 -8.816 -1.730 0.683
O -6.879 -8.711 -2.977 -0.349
C -6.436 -7.467 -3.537 -0.323
C -5.179 -7.188 -2.750 0.338
O -5.445 -7.847 -1.502 -0.324
H -6.257 -7.566 -4.604 0.320
H -7.208 -6.712 -3.376 0.275
H -4.292 -7.638 -3.200 0.174
H -4.998 -6.128 -2.602 -0.216
O 4.758 5.506 -1.650 -0.661
C 3.791 5.439 -2.354 0.710
O 2.559 5.821 -1.984 -0.287
C 1.724 5.803 -3.152 -0.369
C 2.440 4.830 -4.041 0.135
O 3.795 4.972 -3.613 -0.309
H 0.725 5.490 -2.907 0.360
H 1.690 6.811 -3.572 0.262
H 2.129 3.798 -3.879 -0.270
H 2.341 5.068 -5.096 0.393
O 1.370 8.941 2.315 -0.558
C 2.350 8.473 1.825 0.669
O 3.552 8.391 2.438 -0.340
C 4.401 7.563 1.626 -0.361
C 3.774 7.692 0.259 0.373
O 2.401 7.950 0.584 -0.294
H 5.429 7.916 1.659 0.295
H 4.364 6.541 2.008 0.290
H 4.167 8.543 -0.303 0.235
H 3.870 6.792 -0.348 -0.244
O 8.380 -0.134 -3.075 -0.607
C 8.276 0.363 -1.998 0.709
O 8.370 -0.303 -0.828 -0.327
C 8.409 0.664 0.228 -0.334
C 7.734 1.862 -0.404 -0.172
O 8.034 1.680 -1.793 -0.305
H 7.886 0.296 1.107 0.314
H 9.451 0.857 0.488 0.270
H 6.651 1.852 -0.273 0.133
H 8.125 2.810 -0.046 0.321
O 0.854 0.641 3.974 -0.558
C 0.275 -0.368 4.219 0.530
O 0.334 -1.019 5.407 -0.281
C -0.664 -2.050 5.393 -0.356
C -0.855 -2.296 3.915 -0.380
O -0.530 -1.022 3.348 -0.193
H -0.319 -2.929 5.928 0.372
H -1.566 -1.674 5.876 0.240
H -0.166 -3.044 3.518 0.259
H -1.872 -2.586 3.662 0.323
O -1.438 -2.976 8.227 -0.541
C -0.469 -2.470 8.695 0.719
O -0.418 -1.202 9.161 -0.316
C 0.827 -1.033 9.844 -0.357
C 1.692 -2.099 9.206 -0.276
O 0.729 -3.088 8.826 -0.319
H 1.214 -0.028 9.698 0.299
H 0.670 -1.204 10.911 0.282
H 2.203 -1.741 8.310 0.237
H 2.426 -2.518 9.890 0.303
O -0.710 -6.939 -0.921 -0.529
C -1.342 -7.923 -0.705 0.653
O -1.355 -8.591 0.471 -0.334
C -2.407 -9.564 0.415 -0.309
C -2.569 -9.782 -1.072 -0.211
O -2.156 -8.522 -1.611 -0.328
H -2.125 -10.467 0.949 0.304
H -3.302 -9.142 0.875 0.251
H -1.909 -10.562 -1.456 0.285
H -3.593 -10.009 -1.357 0.201
```

=====

Entry 3:
A cluster of 9 separate species, C31H86N6O9 in total. Source: OMol25; level of theory: wB97M-V/def2-TZVPD.

Properties
**HOMO level**: -8.613 eV
**SMILES**: COC[C@H](C)N.COC[C@H](C)N.COC[C@H](C)N.COC[C@H](C)N.COC[C@H](C)N.COC[C@H](C)N.CC(C)O.CC(C)O.CO
**Charge**: 0
**E_LUMO**: 0.5 eV
**Energy relative to the best compared isomer or geometry (same formula, charge and spin)**: 0.0 kcal/mol

The geometry in XYZ format:
```
132
Properties=species:S:1:pos:R:3:mulliken_charge:R:1
C -6.145 19.342 5.110 -0.789
O -5.053 18.553 5.520 -0.348
C -4.556 18.916 6.795 -0.726
C -3.696 17.782 7.313 0.433
C -3.117 18.058 8.680 -1.285
N -2.630 17.545 6.300 -0.695
H -6.399 19.057 4.090 0.261
H -5.893 20.409 5.079 0.318
H -7.008 19.167 5.760 0.304
H -3.869 19.775 6.690 0.060
H -5.367 19.200 7.470 0.493
H -4.328 16.884 7.370 0.467
H -2.438 18.912 8.692 0.036
H -2.550 17.201 9.044 0.382
H -3.935 18.272 9.371 0.497
H -2.268 16.607 6.443 0.279
H -3.112 17.488 5.404 0.229
C 6.496 25.588 10.817 -0.585
O 5.321 25.962 11.519 -0.378
C 4.802 24.930 12.334 -0.904
C 3.294 24.786 12.123 0.715
C 2.746 23.436 12.537 -1.654
N 2.858 25.058 10.739 -0.346
H 6.307 24.789 10.091 0.157
H 7.274 25.277 11.522 0.358
H 6.843 26.471 10.282 0.263
H 5.291 23.968 12.106 0.427
H 5.084 25.143 13.371 0.335
H 2.840 25.561 12.752 0.109
H 3.033 22.631 11.858 0.395
H 1.660 23.499 12.628 0.388
H 3.084 23.147 13.540 0.469
H 2.836 24.205 10.183 -0.011
H 3.667 25.515 10.312 0.284
C 5.736 14.419 5.943 -0.573
O 5.383 14.938 7.201 -0.370
C 3.999 14.992 7.410 -0.014
C 3.658 15.243 8.881 0.438
C 3.973 14.016 9.716 -1.522
N 2.256 15.594 9.009 -0.319
H 5.626 15.173 5.151 0.132
H 5.132 13.539 5.696 0.334
H 6.786 14.130 5.981 0.260
H 3.522 15.788 6.821 -0.327
H 3.517 14.047 7.097 0.395
H 4.288 16.071 9.215 0.304
H 3.399 13.154 9.353 0.351
H 3.869 14.133 10.791 0.304
H 5.002 13.688 9.514 0.364
H 1.616 14.969 8.546 0.239
H 2.010 16.560 8.863 -0.075
C 0.254 21.004 13.598 -0.498
O -0.178 19.678 13.715 -0.381
C 0.875 18.766 13.482 -0.292
C 0.332 17.402 13.077 0.256
C 1.464 16.556 12.510 -1.165
N -0.650 17.563 11.977 -0.662
H -0.613 21.653 13.495 0.360
H 0.964 21.143 12.774 -0.059
H 0.825 21.391 14.460 0.374
H 1.492 19.111 12.637 0.069
H 1.532 18.702 14.363 0.379
H -0.232 16.938 13.886 0.359
H 1.797 16.960 11.554 0.130
H 1.080 15.549 12.373 0.343
H 2.346 16.584 13.158 0.360
H -1.152 18.436 12.128 0.368
H -0.177 17.753 11.095 0.124
C 4.861 18.411 3.002 -0.724
O 3.664 17.718 3.204 -0.373
C 3.203 17.844 4.532 -0.297
C 1.991 16.963 4.762 -0.032
C 1.040 17.112 3.553 -1.469
N 1.356 17.448 5.983 0.252
H 5.653 18.002 3.649 0.278
H 4.783 19.486 3.204 0.266
H 5.171 18.262 1.970 0.296
H 4.026 17.595 5.223 0.413
H 2.922 18.883 4.777 0.215
H 2.282 15.921 4.888 0.421
H 1.409 16.653 2.641 0.390
H 0.823 18.176 3.427 0.233
H 0.076 16.661 3.815 0.431
H 0.570 16.862 6.246 0.127
H 0.935 18.362 5.833 -0.307
C 0.011 23.505 6.759 -0.545
O 0.482 24.666 7.405 -0.385
C -0.035 24.826 8.703 -0.585
C -1.452 25.362 8.755 0.657
C -1.549 26.755 8.131 -1.461
N -1.904 25.273 10.158 -0.680
H -0.033 22.687 7.482 0.158
H 0.679 23.227 5.943 0.382
H -0.973 23.631 6.291 0.382
H 0.025 23.922 9.328 0.031
H 0.634 25.542 9.196 0.537
H -2.093 24.710 8.149 0.105
H -2.597 27.049 8.047 0.443
H -1.256 26.598 7.085 0.334
H -0.924 27.503 8.609 0.323
H -1.109 25.482 10.758 0.253
H -2.581 26.007 10.337 0.272
C 4.783 22.178 6.037 -0.946
C 5.038 23.329 6.998 0.276
C 3.764 23.829 7.620 -0.580
O 5.824 22.804 8.100 -0.580
H 5.667 21.632 5.716 0.396
H 4.247 22.518 5.139 0.369
H 4.065 21.480 6.479 -0.094
H 5.591 24.137 6.512 0.379
H 3.325 23.131 8.338 -0.266
H 2.975 24.035 6.894 0.293
H 3.915 24.754 8.180 0.446
H 6.760 22.857 7.889 0.324
C 2.088 19.820 8.164 -0.847
C 1.173 19.557 9.362 0.899
C 0.613 20.882 9.854 -1.272
O 0.101 18.699 8.931 0.149
H 2.833 20.576 8.425 0.534
H 1.509 20.158 7.303 -0.029
H 2.597 18.899 7.881 0.040
H 1.735 19.074 10.163 0.129
H -0.053 21.350 9.134 -0.109
H 1.468 21.510 10.137 0.036
H 0.050 20.821 10.791 0.429
H -0.249 19.102 8.125 -0.100
C -1.160 20.768 5.302 -0.871
O -0.973 19.931 6.411 -0.126
H -1.968 21.502 5.408 0.238
H -0.218 21.252 5.047 0.260
H -1.481 20.225 4.400 0.415
H -1.494 19.115 6.281 -0.058
```

=====

Entry 4:
A structure of composition C18H14BF4O3PRuSSe2Te2. Source: OMol25; level of theory: wB97M-V/def2-TZVPD.

Properties
**HOMO level**: -8.303 eV
**Charge**: 0
**E_LUMO**: -2.4 eV
**Energy relative to the best compared isomer or geometry (same formula, charge and spin)**: 0.0 kcal/mol

The geometry in XYZ format:
```
47
Properties=species:S:1:pos:R:3:mulliken_charge:R:1
Ru 2.021 -1.272 -0.337 0.420
Se 2.977 -0.138 3.125 -0.455
Te 2.300 -2.239 1.913 0.230
Te 4.259 -0.184 0.562 0.308
Se 4.940 1.588 -0.782 -0.426
O 0.202 -2.198 2.370 -0.620
S -0.490 -3.251 1.445 1.487
O -1.153 -4.284 2.163 -0.704
O 0.537 -3.631 0.491 -0.604
C -1.661 -2.196 0.645 0.004
C -2.940 -2.700 0.511 -0.570
C -3.955 -1.892 0.011 -0.689
C -3.682 -0.574 -0.292 -0.963
C -2.387 -0.082 -0.163 -0.677
C -1.331 -0.882 0.257 0.158
P 0.326 -0.033 0.235 2.592
C 0.289 0.904 -1.343 0.977
C -0.649 0.713 -2.360 -0.626
C -0.512 1.348 -3.583 -0.883
C 0.576 2.173 -3.828 -0.539
C 1.541 2.333 -2.847 -0.836
C 1.404 1.699 -1.625 0.199
C 0.149 1.121 1.625 0.811
C 0.931 2.274 1.699 -0.428
C 0.818 3.130 2.780 -0.824
C -0.065 2.837 3.812 -0.517
C -0.834 1.686 3.754 -0.930
C -0.730 0.833 2.665 -0.081
H -3.143 -3.712 0.833 0.537
H -4.956 -2.287 -0.102 0.422
H -4.469 0.085 -0.635 0.442
H -2.207 0.960 -0.396 0.775
H -1.475 0.027 -2.236 0.452
H -1.250 1.176 -4.355 0.411
H 0.686 2.662 -4.787 0.387
H 2.426 2.924 -3.041 0.418
H 2.204 1.794 -0.908 -0.634
H 1.640 2.514 0.922 0.256
H 1.428 4.023 2.823 0.438
H -0.147 3.506 4.659 0.396
H -1.517 1.447 4.558 0.420
H -1.326 -0.069 2.643 0.420
F 2.316 -1.103 -2.626 -0.342
B 1.830 -2.473 -2.647 0.313
F 0.561 -2.412 -2.016 -0.257
F 1.822 -3.014 -3.880 -0.259
F 2.695 -3.131 -1.710 -0.413
```

=====

Entry 5:
A cluster of 2 separate species, C7H14O in total. Source: OMol25; level of theory: wB97M-V/def2-TZVPD.

Properties
**HOMO level**: -9.492 eV
**SMILES**: CC(=O)C(C)C.C=C
**Charge**: 0
**E_LUMO**: 0.9 eV
**Energy relative to the best compared isomer or geometry (same formula, charge and spin)**: 22.9 kcal/mol

The geometry in XYZ format:
```
22
Properties=species:S:1:pos:R:3:mulliken_charge:R:1
C -0.130 -1.860 1.050 -1.340
C -0.594 -0.423 1.047 0.533
O -1.711 -0.113 1.376 -0.570
C 0.448 0.595 0.609 1.014
C 1.641 0.574 1.570 -1.596
C -0.164 1.991 0.533 -1.567
H 0.541 -2.061 0.220 0.365
H 0.399 -2.054 1.982 0.371
H -0.990 -2.524 1.006 0.345
H 0.793 0.296 -0.387 0.131
H 2.354 1.345 1.286 0.422
H 2.151 -0.385 1.549 0.398
H 1.309 0.774 2.586 0.367
H 0.569 2.709 0.173 0.436
H -0.510 2.302 1.515 0.359
H -1.017 1.991 -0.140 0.324
C -1.218 -0.958 -2.330 -0.487
C -0.478 -0.094 -2.993 -0.508
H -1.214 -2.010 -2.566 0.248
H -1.863 -0.658 -1.521 0.259
H 0.167 -0.395 -3.803 0.237
H -0.484 0.958 -2.762 0.261
```